(1)
Computed, not measured: a structure of composition C24H40BIrN10P at a distorted geometry, with ωB97M-V/def2-TZVPD.

- Highest occupied orbital energy (alpha / beta): -11.15 / -11.15 eV
- Total charge: +1
- Lowest unoccupied orbital energy (alpha / beta): -4.259 / -4.260 eV
- HOMO-LUMO gap (alpha / beta): 6.894 / 6.893 eV

XYZ file:
```
77
Properties=species:S:1:pos:R:3:forces:R:3:mulliken_charge:R:1
Ir 0.649 1.583 0.080 1.4933 0.4102 1.0549 1.233
P -0.067 -1.373 0.347 -1.1018 -1.6392 -0.6458 -0.316
N 0.825 -0.193 0.873 -0.2705 2.8259 -0.0321 -1.126
N -0.461 4.358 -0.353 -0.1561 0.4334 0.0513 0.289
N 0.375 -1.859 -1.222 -0.5005 0.3532 0.7512 0.661
N -0.733 3.093 -0.707 1.4320 -0.6883 0.8715 -0.293
N 2.148 2.891 -0.978 -1.7512 -0.7099 0.8938 -0.489
N 1.077 2.945 1.854 -0.6872 -1.4361 -2.3766 -0.261
N -1.696 -0.962 0.219 1.0169 0.1297 -0.0463 0.893
N 1.976 4.208 -0.797 0.1523 0.4148 -0.1618 0.372
N 0.079 -2.728 1.305 0.2482 1.3941 -0.6532 0.732
N 1.159 4.249 1.568 -0.0126 0.3900 0.0743 0.097
C 2.134 -2.903 -2.571 0.1482 0.2332 0.0411 -1.085
C 1.377 2.779 3.134 0.0031 -0.2095 0.1691 -0.068
C -2.512 4.349 -1.173 0.2360 0.0097 0.0837 -1.272
C -0.473 -4.004 0.890 -0.3492 -0.4284 -0.1853 -0.598
C 0.489 -1.386 -3.624 0.3143 0.2981 -0.0668 -0.993
C 3.556 3.966 -2.321 -0.1223 -0.0094 0.1585 -1.123
C -1.514 5.133 -0.622 -0.3202 -0.1964 -0.1303 -0.073
C -3.435 0.517 1.119 -0.0867 -0.2998 0.0982 -0.211
C 1.937 -1.866 -3.671 -0.2505 -0.2452 0.0244 -0.628
C -2.672 -1.748 -0.518 -0.1069 -0.1299 -0.4270 -0.811
C 0.526 -5.127 1.155 -0.0789 0.0712 -0.0106 -0.713
C 3.099 2.724 -1.894 -0.1411 -0.0897 0.0245 -0.115
C -4.484 -0.262 0.328 0.1247 0.2600 -0.1575 -0.908
C -2.254 -0.395 1.442 -0.0551 0.5060 0.2575 -1.098
C 0.576 -3.900 3.371 0.1661 -0.0102 -0.0866 -0.928
C 1.504 4.921 2.675 0.0106 -0.2693 0.1733 -0.105
C 1.655 4.017 3.706 -0.0508 -0.0324 -0.1963 -1.159
C 2.812 4.877 -1.596 0.2270 -0.1494 -0.1714 -0.102
C 0.859 -5.225 2.652 -0.0738 0.0315 0.0423 -0.566
C 0.953 -2.737 2.467 0.2624 0.2322 0.5197 -0.548
C 1.773 -2.287 -1.225 0.4239 -0.5722 -0.2043 -0.080
C -1.967 3.073 -1.213 0.2029 -0.2175 -0.0385 -0.176
C 0.130 -0.853 -2.237 -0.5422 -0.3077 -0.1536 0.347
C -3.833 -0.840 -0.926 -0.0648 -0.2841 0.2691 -0.689
B 0.926 4.807 0.158 -0.0873 -0.6800 -0.1438 0.054
H 1.617 5.986 2.667 0.0141 0.2186 -0.0959 0.471
H 0.852 -1.772 2.969 0.0938 -0.1663 0.0804 0.368
H 0.319 -0.605 -4.367 -0.0745 0.0007 0.0209 0.374
H 2.432 -1.432 -1.017 0.0402 0.0010 -0.0014 0.254
H 4.311 4.168 -3.050 0.1897 0.0447 -0.1290 0.430
H 2.614 -1.025 -3.507 0.0686 0.0536 -0.0439 0.194
H -3.086 1.366 0.530 0.0390 0.0586 0.0434 -0.168
H 1.487 -3.761 -2.762 0.0227 -0.0721 0.0402 0.338
H 0.993 5.984 0.162 0.0404 0.3351 0.0320 -0.094
H 1.381 1.804 3.577 -0.0170 -0.2226 0.0261 0.522
H -3.485 4.653 -1.496 -0.1673 0.0754 -0.1138 0.445
H -1.397 -4.207 1.446 -0.0224 -0.0307 -0.1270 0.316
H -3.063 -2.564 0.106 0.0488 -0.0248 -0.0498 0.276
H -3.862 0.900 2.046 0.0395 0.0437 0.0418 0.428
H 1.433 -4.923 0.583 0.0015 -0.0706 -0.0572 0.168
H -1.457 0.167 1.938 -0.2150 -0.0632 0.1044 0.598
H 0.110 -6.066 0.790 0.0574 0.0003 -0.0677 0.437
H -5.325 0.382 0.066 -0.0056 -0.0200 0.0180 0.429
H -2.380 2.166 -1.614 -0.0641 -0.1790 0.0882 0.536
H -4.557 -1.408 -1.510 -0.0005 -0.0331 -0.0649 0.374
H 2.162 -2.295 -4.650 0.0222 0.0831 0.0280 0.405
H 1.912 -5.481 2.770 0.0018 -0.0517 0.0320 0.352
H -3.456 -0.025 -1.546 0.0410 0.0077 -0.1369 0.137
H -2.593 -1.195 2.114 0.0646 -0.0557 0.0339 0.338
H 2.833 5.947 -1.600 -0.0155 0.2483 0.0467 0.472
H 3.167 -3.252 -2.548 -0.0078 -0.0358 0.0408 0.406
H 0.280 -6.022 3.119 0.0120 -0.0497 0.0137 0.282
H 1.908 -3.016 -0.425 0.0569 0.0612 -0.0145 0.120
H -0.479 -3.824 3.640 -0.0284 0.0346 0.0438 0.295
H -4.875 -1.077 0.942 -0.0622 -0.0319 0.0280 0.344
H 1.155 -3.848 4.292 -0.0421 0.0500 0.0555 0.402
H -0.169 -2.227 -3.859 -0.0943 0.0717 0.0389 0.374
H -0.719 -3.943 -0.173 -0.0376 -0.1238 0.0956 0.449
H -2.187 -2.189 -1.391 -0.0706 -0.0506 0.0465 0.562
H 2.003 -2.839 2.172 0.0820 0.0094 -0.0050 0.305
H -1.497 6.181 -0.410 0.0758 0.2861 0.0360 0.497
H 0.723 0.066 -2.015 0.1403 0.2679 0.0281 -0.468
H -0.925 -0.579 -2.210 0.0607 0.1105 -0.0056 -0.017
H 3.406 1.743 -2.197 0.0102 -0.1964 -0.0271 0.483
H 1.925 4.220 4.721 0.0496 0.0270 0.2064 0.422
```
Positions in Å, forces in eV/Å.

(2)
Computed, not measured: a structure of composition C24H40Br8F12Fe2O8 at a distorted geometry, with ωB97M-V/def2-TZVPD.

- Highest occupied orbital energy (alpha / beta): -11.70 / -11.51 eV
- Total charge: +1
- Lowest unoccupied orbital energy (alpha / beta): -2.249 / -5.982 eV
- HOMO-LUMO gap (alpha / beta): 9.450 / 5.527 eV
- Multiplicity: 10
- Expectation value of S²: 24.768

XYZ file:
```
94
Properties=species:S:1:pos:R:3:forces:R:3:lowdin_spin:R:1
Br -8.128 2.209 2.390 0.4860 -0.7105 -0.6021 0.000
Br 0.233 2.383 -1.689 0.0274 0.7667 -1.0173 0.029
Br -2.267 1.591 5.941 0.6210 0.0389 -0.3277 0.001
Br -2.954 5.138 -2.111 0.4408 0.3007 0.8877 0.000
Br -1.106 5.230 2.153 0.1990 0.4137 0.7669 0.002
Br -6.344 -1.723 0.389 -0.7201 0.1397 0.3930 0.000
Br 0.877 2.039 2.441 -0.8701 -0.2914 0.2371 0.092
Br 1.229 4.931 -5.774 -0.3007 -1.3004 1.5917 0.001
Fe 0.411 -0.297 -1.726 1.8174 0.6129 -1.4720 3.726
Fe 1.495 -0.490 1.492 -1.2730 0.0078 0.0026 4.275
F 0.123 -4.628 2.836 -0.0020 0.0082 1.0008 0.001
F 5.109 2.296 -0.389 0.8121 -0.2878 -0.2097 0.000
F 3.099 2.795 0.144 0.2099 -0.4133 0.2059 0.000
F -2.847 1.711 -0.058 1.3434 -0.3189 0.2722 0.000
F 3.473 2.113 -1.842 0.7883 0.0030 -0.4881 0.001
F 3.704 -1.605 -3.696 -0.9335 -0.5710 0.3574 0.000
F -1.228 -3.227 3.948 1.2853 -0.4639 -0.3802 0.001
F 3.065 -0.942 -5.584 -0.6614 0.2403 -0.6683 0.001
F -4.178 0.135 0.053 0.4527 -1.2290 -0.6528 0.001
F -0.763 -2.989 1.881 -0.4963 0.9390 -1.4469 0.000
F -2.942 0.437 1.737 0.6322 0.1182 -0.1189 0.001
F 2.874 -3.015 -5.124 -0.5356 -0.6659 0.2021 0.000
O -1.571 -0.501 -1.541 -2.3533 0.3029 0.9345 0.041
O 2.001 -2.526 2.324 0.8527 -2.4092 0.0666 0.046
O 1.024 -2.062 -2.792 0.6816 -2.0092 -0.0969 0.027
O 1.005 -1.081 3.451 -1.8022 0.4856 -1.6735 0.208
O 0.932 -0.131 -3.820 1.0922 -1.5911 0.3869 0.068
O 3.433 0.266 1.213 0.3446 0.3560 0.8122 0.069
O -0.395 -0.467 0.295 -0.4895 1.0076 0.8226 0.132
O 2.301 -0.195 -0.533 -0.0921 1.4832 0.9145 0.152
C 0.762 -3.477 -2.710 -0.8763 -1.1825 1.9658 0.005
C -0.237 -3.349 3.023 0.0385 1.0156 0.8638 0.004
C -1.777 -0.552 -0.101 2.3653 -1.2146 -1.0609 0.019
C 3.548 0.440 -0.206 -1.8225 -2.3178 0.0719 0.014
C -2.927 0.442 0.389 -0.0421 0.8701 0.4133 0.002
C 0.664 -3.869 -1.178 0.6275 1.5275 -0.6935 0.001
C 4.271 0.502 3.452 -0.9417 -0.8219 0.0407 0.000
C -2.504 -1.304 -2.288 -0.6422 0.5329 -0.3879 0.007
C 2.714 -1.799 -4.628 1.0158 1.9938 0.8117 0.002
C -0.571 1.990 5.039 -0.1230 0.3673 -1.5623 0.001
C -0.008 3.171 -3.568 -0.3823 0.0449 -0.3814 0.003
C -0.866 1.970 3.497 -0.2764 -0.8056 1.3194 0.006
C 1.039 -2.458 3.386 1.0068 1.3002 0.1614 0.017
C 2.670 -3.804 2.086 2.0703 -0.4036 -3.3764 0.006
C -1.725 4.644 0.474 -0.1923 0.6864 -2.5544 0.001
C 3.868 1.945 -0.588 -2.9552 -0.5394 0.4810 0.003
C 4.588 0.023 2.015 1.1394 1.4092 1.9272 0.006
C -7.527 0.878 1.021 0.1744 -0.6960 0.7176 0.000
C 4.044 -3.543 1.333 -1.3862 0.6011 0.0149 0.001
C 1.260 -1.459 -4.095 -1.1385 1.9454 0.9633 0.009
C -2.451 -0.889 -3.732 0.0364 -0.2117 -0.3515 0.000
C -2.280 5.814 -0.345 -1.1349 0.0734 0.2840 0.000
C -7.026 -0.425 1.724 -0.2207 0.9526 -0.4291 0.000
C 1.309 3.725 -4.112 0.5531 0.2546 0.4809 0.000
H 4.909 -1.019 1.983 -0.2294 0.0607 -0.1865 0.000
H -1.584 6.631 -0.533 0.1092 -0.3714 -0.0968 0.000
H -6.709 1.310 0.443 -0.2249 0.1744 0.1533 0.000
H -2.291 -2.362 -2.138 0.1660 -0.0530 0.0794 0.000
H 1.471 -2.810 4.322 -0.0623 -0.5792 0.0441 0.004
H -0.315 -3.646 -0.753 -0.0683 -0.2317 -0.0787 0.000
H 2.940 -4.571 2.812 -0.8660 0.9938 1.3755 0.002
H 3.871 -2.726 0.632 0.0334 0.2252 -0.1055 0.000
H 3.781 1.476 3.471 0.3165 0.1556 -0.3094 0.000
H 1.358 -3.166 -0.719 0.1525 0.1074 0.3706 0.000
H -7.809 -0.913 2.305 0.1199 -0.0059 -0.2363 0.000
H 4.895 -3.269 1.956 -0.2039 -0.2093 0.2176 0.000
H 4.286 -0.252 -0.611 0.6613 0.4740 0.0162 0.003
H -0.250 2.972 5.385 -0.0010 -0.1969 -0.0173 0.000
H 4.303 -4.379 0.683 -0.0177 -0.2378 0.3702 0.000
H 0.531 -1.869 -4.795 0.1289 -0.4564 -0.3824 0.001
H -2.493 3.873 0.542 0.3958 0.0473 0.2571 0.000
H -3.539 -1.120 -1.997 0.2456 0.0836 0.8291 0.001
H -0.521 2.364 -4.091 0.6090 -0.0436 -0.1557 0.000
H 2.066 -4.339 1.353 -0.1655 0.0448 0.1119 0.000
H -0.884 4.363 -0.160 0.0907 -0.7940 0.7146 0.001
H 5.402 0.679 1.707 -0.0072 -0.2096 -0.6343 0.002
H -1.376 1.028 3.297 0.6613 -0.1322 -0.3577 0.001
H -3.164 6.231 0.139 0.0163 0.0304 -0.1705 0.000
H -2.059 -1.593 0.061 -0.7946 0.1689 0.7035 0.002
H 2.104 2.996 -4.265 -0.4975 -0.2327 -0.5378 0.000
H -8.408 0.732 0.396 0.2459 -0.1657 0.0885 0.000
H -0.221 -3.709 -3.121 0.0274 0.1970 -0.5438 0.000
H 1.716 4.347 -3.314 -0.1228 0.4651 -0.2943 0.000
H 1.022 -4.851 -0.869 -0.3184 -0.1542 -0.5564 0.000
H -6.172 -0.205 2.364 -0.1508 -0.0118 -0.0777 0.000
H -1.539 2.745 3.130 0.6535 0.2834 0.0478 0.001
H -3.485 -0.796 -4.063 0.1687 -0.4830 -0.5196 0.000
H 5.090 0.510 4.171 0.3670 0.0013 -0.5414 0.000
H -1.864 -1.641 -4.260 -0.2485 0.3509 -0.5820 0.000
H 3.539 -0.167 3.903 -0.1859 -0.1880 0.0092 0.000
H -2.037 0.105 -3.900 0.3263 -0.1397 0.2843 0.000
H 0.182 1.225 5.229 -0.3064 0.0159 0.3619 0.000
H 1.486 -4.165 -3.145 0.3555 0.7230 -0.4329 0.001
H -0.737 3.972 -3.444 0.1702 -0.0518 0.3623 0.001
```
Positions in Å, forces in eV/Å.

(3)
Computed, not measured: a structure of composition C24H40Br8F12FeO8 at a distorted geometry, with ωB97M-V/def2-TZVPD.

- Highest occupied orbital energy: -0.74 eV
- Total charge: -2
- Lowest unoccupied orbital energy: 2.992 eV
- HOMO-LUMO gap: 3.735 eV
- Multiplicity: 5
- Expectation value of S²: 6.008

XYZ file:
```
93
Properties=species:S:1:pos:R:3:forces:R:3:lowdin_spin:R:1
Br 2.370 4.564 0.876 -0.7779 1.0399 0.7629 0.000
Br -6.072 0.862 -0.901 0.3489 0.3636 -0.9160 0.000
Br -4.375 3.704 1.839 -0.5297 -1.7692 0.4145 0.000
Br 3.491 -0.867 -5.116 -0.6536 1.5998 -0.0480 0.000
Br -5.441 0.060 4.480 -0.6630 -0.8999 0.6522 0.000
Br -3.834 1.002 -5.085 -0.2996 -0.0935 1.1778 0.000
Br 2.119 2.818 -7.448 -0.1569 0.9071 -0.4294 0.000
Br -1.337 6.772 2.987 0.4846 -0.6103 -0.2705 0.000
Fe -0.158 -1.256 1.276 2.4687 0.2673 0.5578 3.753
F -1.723 2.825 1.013 0.8558 -0.6496 -1.0514 0.001
F 6.290 -3.612 -1.818 0.1789 0.1896 0.1186 0.000
F -1.672 2.745 -1.139 -0.3332 0.2966 -0.9569 0.000
F 5.468 -1.932 -2.857 -1.0458 -0.5515 0.7289 0.000
F 0.508 -6.063 0.645 -1.7169 -0.7488 -0.6416 0.000
F 1.793 2.140 4.701 -0.2590 -0.5217 0.1923 0.001
F 0.134 2.233 -0.065 -0.3306 0.7891 0.1379 0.000
F 0.361 2.444 3.167 -0.1297 -0.4451 -0.6076 0.000
F -0.302 1.527 4.981 0.2155 0.0281 0.2956 0.000
F 2.480 -5.539 0.220 0.8941 0.3369 -0.6773 0.001
F 1.628 -5.109 2.095 0.7607 0.2041 3.7928 0.000
F 4.169 -3.459 -1.718 0.3975 1.4615 -0.6707 0.000
O -0.656 -0.181 -0.591 0.5217 1.1494 -2.9173 0.018
O 4.412 -0.933 -0.161 0.0264 2.9549 -3.3721 0.000
O -0.328 -3.356 0.634 -3.9336 -1.2497 0.8466 0.024
O 1.697 -2.556 0.751 -1.8573 -2.2952 0.2762 0.045
O -0.089 -0.753 3.325 -1.5693 0.6582 3.4943 0.030
O 5.432 -2.449 0.906 1.8936 -0.3517 -4.2763 0.000
O 1.770 -0.085 2.401 -1.8863 1.7020 3.0512 0.032
O -1.885 -0.062 1.214 1.6907 1.9577 -0.9639 0.058
C 0.731 1.551 4.087 0.2154 -0.3215 -0.1266 0.001
C -4.839 1.744 2.358 -0.0094 0.7595 0.7915 0.000
C -1.581 0.675 0.007 -3.2584 -3.4130 2.2306 0.009
C -1.471 -2.540 3.899 -0.4178 0.3106 0.1457 -0.002
C -1.347 -4.037 -0.155 -0.8571 -0.4740 1.0058 0.003
C 1.274 5.643 2.189 -1.8696 -0.1670 -1.2254 0.000
C 1.100 0.082 3.638 1.3088 -1.4633 -5.2066 0.006
C 5.293 -2.685 -1.691 0.5473 -1.4927 0.7377 0.000
C -1.206 2.134 -0.066 1.3288 -0.0244 2.8187 0.001
C -5.645 1.261 -2.809 -1.4396 -1.0506 -0.5802 0.000
C 5.511 -1.852 -0.394 -2.0899 -0.7519 5.4265 0.000
C 1.398 -5.083 0.847 0.7684 0.2485 -1.0545 0.001
C -0.941 -1.213 4.453 -0.1762 -0.8086 -1.7063 0.002
C 4.202 0.120 -1.189 -1.7277 -0.0963 0.9658 0.000
C 3.286 1.403 -6.856 -0.7670 -0.6587 0.1844 0.000
C 1.002 -3.705 0.370 1.6152 4.1199 -1.9675 0.006
C 3.188 1.228 -0.723 0.7957 -1.2647 0.1831 0.000
C -0.240 5.691 1.710 1.1551 -0.4519 0.3248 0.000
C -2.790 -3.641 0.276 0.6941 1.2743 -1.2255 0.001
C -0.310 0.093 -1.991 -0.4228 -0.7973 -0.0870 0.004
C 0.589 -0.966 -2.481 2.6264 -1.1457 0.1144 0.000
C 2.682 0.957 -5.540 0.4465 -0.6153 -0.2127 0.000
C -4.257 0.808 -3.144 0.7379 1.0731 0.9004 0.000
C -4.341 1.439 3.830 0.4555 1.2210 -2.2353 0.000
H -5.922 1.716 2.236 -0.0141 0.4337 0.6243 0.000
H -3.714 1.541 -2.548 1.0545 -0.0161 -0.6648 0.000
H 1.352 5.053 3.102 0.0459 0.4537 -0.0307 0.000
H 0.301 -2.016 -2.423 -0.9760 0.1538 -0.0964 0.000
H 1.610 0.854 -5.713 0.1447 -0.5553 0.2319 0.000
H -1.727 -0.522 4.758 -0.0172 0.3185 -0.5012 0.000
H -2.130 -2.477 3.033 0.2928 0.7884 -0.2911 -0.001
H -3.023 -2.822 -0.405 -0.2653 0.6948 0.5535 0.000
H 1.542 6.698 2.243 0.8873 -0.4209 0.1631 0.000
H -2.870 -3.310 1.311 0.0515 -0.1196 -0.1757 0.000
H -5.795 2.316 -3.040 0.1821 -0.0277 0.4873 0.000
H -1.136 -0.005 -2.696 -1.1424 0.3273 0.6567 0.001
H -4.384 2.323 4.467 -0.2578 -0.2098 -0.0720 0.000
H -0.610 4.669 1.635 -0.3759 0.3221 0.2711 0.000
H -0.426 6.227 0.779 0.4823 -0.1862 0.0643 0.000
H 0.111 1.075 -2.204 0.1695 0.0935 0.7409 0.000
H 1.528 -1.040 -1.933 0.1639 0.4534 0.4291 0.000
H 0.967 -3.745 -0.719 0.6651 -0.7086 -0.8623 0.001
H 1.584 -0.444 4.461 0.2270 0.3402 0.5661 0.001
H 6.444 -1.326 -0.594 0.4754 0.4485 -0.1770 0.000
H 5.045 0.701 -1.564 0.8734 -0.5466 0.2476 0.000
H 4.311 1.773 -6.845 -0.2125 -0.3043 0.0422 0.000
H -3.317 1.066 3.809 -0.0755 0.0700 -0.1408 0.000
H -2.585 0.641 -0.415 -0.1336 0.1252 -1.3707 0.001
H 2.792 1.712 -4.762 0.4533 -0.5275 0.3177 0.000
H 2.778 1.686 -1.623 -0.0254 0.2585 -0.1322 0.000
H -4.527 0.991 1.635 1.0207 0.4904 0.0018 0.000
H 0.940 -0.768 -3.494 -0.3737 0.0771 -0.2234 0.000
H -2.147 -3.058 4.579 0.5826 -0.3549 0.5659 0.000
H 3.067 0.605 -7.565 0.7306 0.1667 -0.1027 0.000
H -1.174 -3.791 -1.203 -0.0040 -0.0148 -0.1141 0.000
H 2.371 0.778 -0.160 0.0769 0.0690 0.2370 0.000
H -0.573 -3.069 3.579 -0.2843 -0.6336 0.2712 0.000
H -0.397 -1.427 5.373 0.6576 0.1340 -0.2103 0.001
H 3.704 1.979 -0.124 -0.2094 0.0184 0.1675 0.000
H -1.323 -5.120 -0.030 0.7055 0.1222 -0.0416 0.001
H -3.594 -4.329 0.014 0.4647 -0.7095 0.2948 0.000
H -3.908 -0.151 -2.761 -0.5422 -0.1869 -0.5057 0.000
H -6.411 0.720 -3.365 0.0120 -0.0752 0.1147 0.000
H 3.704 -0.292 -2.066 0.2360 -0.4913 -0.2384 0.000
```
Positions in Å, forces in eV/Å.